1.
C25H44BaN2O3SSi | the ωB97M-V functional and the def2-TZVPD basis

The geometry in XYZ format:
```
77
Properties=species:S:1:pos:R:3
C 3.085 -0.835 4.995
C 4.313 -1.588 4.493
H 3.362 0.147 5.389
H 2.601 -1.382 5.809
H 2.339 -0.682 4.212
H 4.737 -1.130 3.597
H 5.090 -1.598 5.263
H 4.077 -2.630 4.260
C 0.708 4.092 -0.251
C 0.374 5.294 -0.897
C 1.005 5.603 -2.104
C 1.937 4.693 -2.604
H 0.236 3.805 0.694
H -0.361 5.958 -0.443
H 0.787 6.527 -2.648
H 2.481 4.902 -3.522
N 1.582 3.204 -0.750
C 2.197 3.480 -1.929
C 3.155 2.456 -2.459
N 3.262 1.280 -1.785
C 4.128 0.341 -2.220
C 4.808 1.710 -4.077
C 4.922 0.511 -3.366
H 4.175 -0.576 -1.618
H 5.601 -0.283 -3.672
C 3.931 2.691 -3.612
H 3.824 3.645 -4.115
H 5.387 1.890 -4.977
Ba 1.617 0.536 0.412
C 3.217 -1.831 0.362
H 4.252 -1.450 0.405
H 3.018 -2.311 -0.611
H 3.013 -2.519 1.196
C -1.273 -3.734 -2.540
C -1.510 -2.228 -2.420
C -0.258 -1.490 -2.885
C -2.705 -1.840 -3.286
O -1.810 -1.968 -1.033
Si -1.692 -0.619 -0.060
S -1.004 1.106 -0.856
O -3.179 -0.532 0.671
C -4.351 0.275 0.429
C -4.002 1.756 0.480
C -4.958 -0.104 -0.916
C -5.338 -0.019 1.557
O -0.570 -1.134 1.105
C -0.714 -1.275 2.578
C -0.170 0.023 3.180
C -2.162 -1.500 2.990
C 0.084 -2.522 2.977
H -1.069 -3.984 -3.588
H -2.157 -4.294 -2.214
H -0.412 -4.043 -1.934
H -0.061 -1.748 -3.936
H -0.382 -0.398 -2.812
H 0.611 -1.786 -2.281
H -3.604 -2.384 -2.965
H -2.902 -0.762 -3.248
H -2.494 -2.117 -4.329
H -3.325 2.041 -0.336
H -4.924 2.349 0.400
H -3.511 1.995 1.431
H -5.208 -1.173 -0.932
H -5.885 0.467 -1.064
H -4.278 0.121 -1.746
H -5.644 -1.071 1.551
H -4.907 0.229 2.535
H -6.232 0.600 1.412
H -0.645 0.901 2.711
H -0.390 0.058 4.256
H 0.930 0.090 3.076
H -2.572 -2.398 2.509
H -2.200 -1.670 4.084
H -2.796 -0.632 2.776
H -0.455 -3.422 2.643
H 1.091 -2.539 2.532
H 0.172 -2.575 4.075
```

Computed properties:
Lowest unoccupied orbital energy in eV: -0.63
Kohn-Sham gap in eV: 5.444
M in Da: 618.12

Löwdin atomic charge list, values in e, 5 entries: atom 1 (C): -0.16, atom 2 (C): -0.16, atom 3 (H): 0.06, atom 4 (H): 0.07, atom 5 (H): 0.02

***

2.
C25H44BrCsNS4Si | the ωB97M-V functional and the def2-TZVPD basis

The geometry in XYZ format:
```
77
Properties=species:S:1:pos:R:3
Cs -0.239 0.465 -0.686
C -3.669 3.396 3.053
C -2.193 3.331 3.431
S -1.194 2.217 2.409
C -0.834 0.803 3.481
C -1.951 -0.215 3.682
S -2.624 -0.857 2.122
C -4.394 -0.502 2.270
C -4.823 0.949 2.075
S -4.678 1.982 3.572
H -3.793 3.536 1.979
H -4.114 4.263 3.542
H -2.066 3.037 4.472
H -1.747 4.319 3.311
H -0.497 1.182 4.446
H 0.034 0.331 3.016
H -2.774 0.236 4.230
H -1.570 -1.057 4.259
H -4.754 -0.903 3.217
H -4.837 -1.109 1.478
H -5.876 0.964 1.795
H -4.250 1.415 1.274
S 0.259 -5.039 -2.412
C -0.178 -3.672 -1.457
N 0.327 -2.534 -1.801
C 1.149 -2.695 -2.917
C 1.861 -1.676 -3.555
C 2.625 -1.988 -4.658
C 2.700 -3.306 -5.133
C 2.010 -4.325 -4.511
C 1.232 -4.004 -3.399
H -0.850 -3.793 -0.616
H 1.821 -0.663 -3.168
H 3.180 -1.208 -5.163
H 3.310 -3.526 -6.000
H 2.071 -5.343 -4.876
C 5.931 0.730 -0.516
C 5.995 2.213 -0.913
C 7.395 2.509 -1.487
C 5.827 3.020 0.383
Si 4.668 2.696 -2.202
Br 2.737 1.648 -1.409
C 4.922 1.922 -3.933
C 3.630 1.872 -4.764
C 5.421 0.474 -3.819
C 5.974 2.739 -4.708
C 4.180 4.546 -2.217
C 3.282 4.868 -3.421
C 3.392 4.972 -0.968
C 5.452 5.413 -2.312
H 6.706 0.544 0.236
H 6.118 0.053 -1.346
H 4.971 0.468 -0.070
H 8.144 2.306 -0.714
H 7.515 3.551 -1.789
H 7.637 1.878 -2.343
H 6.563 2.664 1.111
H 4.836 2.887 0.824
H 6.006 4.084 0.240
H 2.870 1.247 -4.293
H 3.865 1.431 -5.740
H 3.197 2.852 -4.947
H 4.738 -0.154 -3.241
H 6.414 0.404 -3.377
H 5.489 0.050 -4.828
H 5.627 3.743 -4.949
H 6.187 2.234 -5.656
H 6.919 2.827 -4.169
H 2.380 4.251 -3.432
H 3.795 4.753 -4.374
H 2.965 5.914 -3.348
H 2.427 4.469 -0.910
H 3.200 6.048 -1.036
H 3.922 4.795 -0.037
H 6.070 5.166 -3.177
H 6.072 5.336 -1.419
H 5.158 6.463 -2.411
```

Computed properties:
Lowest unoccupied orbital energy in eV: -2.37
Kohn-Sham gap in eV: 8.503
M in Da: 727.80
Total charge: +1

Löwdin atomic charge list, values in e, 5 entries: atom 1 (Cs): 0.76, atom 2 (C): -0.54, atom 3 (C): -0.52, atom 4 (S): 0.77, atom 5 (C): -0.55

***

3.
C25H44Cl2F7N11O22S2 | the ωB97M-V functional and the def2-TZVPD basis

The geometry in XYZ format:
```
113
Properties=species:S:1:pos:R:3
C 0.313 1.096 3.076
C 1.600 0.444 3.165
O 2.378 0.597 4.115
N 1.963 -0.510 2.109
C 2.391 -1.745 2.763
C 2.766 -0.011 1.008
C 2.616 1.407 0.986
N 2.470 2.613 0.944
C 4.257 -0.215 1.043
C 4.929 0.422 2.202
C 6.412 0.126 2.124
C 7.247 1.337 1.814
S 8.084 1.069 0.311
O 9.190 0.232 0.555
O 7.122 0.692 -0.657
O 8.619 2.476 -0.050
C 2.065 -0.575 -0.335
C 0.813 0.021 -0.392
N -0.283 0.534 -0.474
C 1.747 -2.058 -0.183
Cl 3.263 -2.945 -0.045
C 0.686 -2.599 -1.227
C -0.439 -3.174 -0.422
Cl 1.224 -3.929 -2.250
S 3.062 -0.134 -1.795
O 4.113 -1.067 -1.892
O 3.407 1.234 -1.713
C 2.188 -0.268 -3.453
F 3.160 0.140 -4.232
F 1.929 -1.508 -3.743
C 0.955 0.573 -3.823
F -0.132 0.062 -3.309
F 0.869 0.431 -5.141
C 0.991 2.086 -3.601
F 0.891 2.376 -2.328
F -0.055 2.551 -4.238
F 2.085 2.578 -4.125
H 0.352 1.943 3.703
H 0.109 1.389 2.081
H -0.439 0.446 3.429
H 2.968 -2.361 2.127
H 2.936 -1.565 3.648
H 1.534 -2.297 3.045
H 4.487 -1.239 1.034
H 4.713 0.190 0.177
H 4.582 0.025 3.117
H 4.793 1.470 2.167
H 6.735 -0.253 3.051
H 6.598 -0.629 1.415
H 6.687 2.228 1.778
H 7.995 1.451 2.551
H 7.859 3.004 -0.295
H 1.284 -2.204 0.740
H 0.325 -1.824 -1.852
H -0.931 -3.867 -1.026
H -0.042 -3.725 0.385
H -1.118 -2.431 -0.088
C -0.233 4.902 2.472
N -1.416 4.004 2.568
O -1.611 3.164 1.719
O -2.124 4.143 3.540
H 0.316 4.661 1.574
H -0.599 5.918 2.448
H 0.364 4.722 3.360
C -4.776 1.906 3.619
N -3.717 1.121 4.302
O -2.856 0.621 3.626
O -3.777 1.048 5.509
H -4.583 1.890 2.555
H -5.728 1.448 3.861
H -4.729 2.913 4.012
C -4.843 4.241 6.725
N -6.306 4.250 6.443
O -7.055 4.612 7.312
O -6.645 3.879 5.343
H -4.693 4.591 7.736
H -4.497 3.218 6.600
H -4.370 4.897 6.002
C -1.748 5.095 -1.510
N -1.659 6.433 -0.881
O -1.298 6.492 0.272
O -1.942 7.386 -1.557
H -1.460 4.348 -0.780
H -2.771 4.959 -1.832
H -1.076 5.105 -2.356
C -4.494 -5.884 -1.393
N -3.880 -4.804 -0.569
O -2.776 -4.988 -0.121
O -4.542 -3.808 -0.384
H -3.797 -6.700 -1.460
H -5.408 -6.188 -0.900
H -4.708 -5.464 -2.368
C 5.268 0.329 -6.719
N 5.786 -0.143 -8.032
O 5.317 -1.153 -8.496
O 6.648 0.524 -8.548
H 4.510 -0.364 -6.385
H 6.105 0.359 -6.030
H 4.859 1.321 -6.869
C -6.902 -1.524 -0.947
N -7.042 -0.091 -0.583
O -6.297 0.348 0.261
O -7.895 0.545 -1.150
H -6.101 -1.948 -0.360
H -7.850 -2.002 -0.729
H -6.681 -1.573 -2.007
C -5.968 -9.397 -4.319
N -5.603 -8.450 -3.230
O -6.432 -7.646 -2.872
O -4.491 -8.547 -2.771
H -6.983 -9.187 -4.623
H -5.267 -9.239 -5.131
H -5.870 -10.400 -3.919
```

Computed properties:
Lowest unoccupied orbital energy in eV: -0.52
Structure (SMILES): CC(=O)N(C)[C@@](C#N)(CCCCS(=O)(=O)O)[C@](C#N)([C@H](Cl)[C@H](C)Cl)S(=O)(=O)C(F)(F)C(F)(F)C(F)(F)F.C[N+](=O)[O-].C[N+](=O)[O-].C[N+](=O)[O-].C[N+](=O)[O-].C[N+](=O)[O-].C[N+](=O)[O-].C[N+](=O)[O-].C[N+](=O)[O-]
Kohn-Sham gap in eV: 9.649
M in Da: 1118.71

Löwdin atomic charge list, values in e, 5 entries: atom 1 (C): 0.01, atom 2 (C): -0.41, atom 3 (O): 0.10, atom 4 (N): -0.03, atom 5 (C): -0.05

***

4.
C25H44HfN6O4SSe3SiTe | the ωB97M-V functional and the def2-TZVPD basis

The geometry in XYZ format:
```
86
Properties=species:S:1:pos:R:3
Hf -0.117 -0.857 -0.358
Se -2.149 3.249 -0.197
Se -2.310 1.800 1.600
Te -0.149 1.072 2.525
Se 0.303 -1.412 2.114
C 5.635 0.996 -0.325
N 4.650 -0.059 -0.171
C 5.145 -1.363 0.221
C 3.306 0.150 -0.304
N 2.375 -0.641 0.073
N 2.972 1.363 -0.899
C 1.692 1.861 -1.018
N 1.591 3.041 -1.691
N 0.673 1.268 -0.523
H 5.962 1.105 -1.366
H 6.507 0.750 0.277
H 5.256 1.950 0.038
H 6.127 -1.519 -0.223
H 4.488 -2.143 -0.156
H 5.226 -1.461 1.308
H 2.709 -1.469 0.547
H 3.691 1.834 -1.418
H 2.371 3.675 -1.722
H 0.672 3.466 -1.674
H -0.172 1.855 -0.686
S -4.813 -0.888 -0.492
C -4.362 -1.756 0.910
C -3.011 -1.859 1.043
C -2.269 -1.234 -0.005
C -3.140 -0.676 -0.913
C -2.708 -0.042 -2.138
C -3.568 0.266 -3.197
C -3.043 0.784 -4.360
C -1.668 0.975 -4.454
C -0.893 0.667 -3.355
N -1.385 0.180 -2.222
H -5.120 -2.137 1.577
H -2.556 -2.368 1.881
H -4.630 0.101 -3.085
H -3.688 1.034 -5.193
H -1.209 1.358 -5.354
H 0.181 0.814 -3.378
C -1.610 -5.136 -3.124
C -1.955 -3.651 -3.212
C -1.775 -3.158 -4.647
C -3.395 -3.434 -2.760
O -1.110 -2.888 -2.329
Si 0.529 -2.802 -2.213
O 0.909 -1.280 -2.075
O 1.298 -3.668 -3.357
C 2.424 -3.247 -4.148
C 3.599 -2.895 -3.230
C 2.054 -2.031 -4.999
C 2.780 -4.432 -5.039
O 0.775 -3.299 -0.625
C 1.186 -4.524 0.026
C 1.290 -5.698 -0.943
C 2.552 -4.260 0.655
C 0.154 -4.843 1.103
H -2.258 -5.710 -3.785
H -1.752 -5.491 -2.102
H -0.571 -5.291 -3.416
H -2.478 -3.671 -5.305
H -0.760 -3.365 -4.987
H -1.953 -2.083 -4.700
H -4.055 -4.126 -3.285
H -3.716 -2.418 -2.975
H -3.481 -3.607 -1.686
H 3.308 -2.063 -2.585
H 4.472 -2.611 -3.817
H 3.857 -3.754 -2.607
H 1.759 -1.212 -4.344
H 1.213 -2.272 -5.651
H 2.901 -1.725 -5.613
H 3.020 -5.304 -4.430
H 3.637 -4.188 -5.667
H 1.932 -4.679 -5.679
H 1.849 -5.416 -1.832
H 0.300 -6.031 -1.248
H 1.798 -6.528 -0.453
H 3.259 -3.987 -0.131
H 2.922 -5.146 1.170
H 2.473 -3.449 1.382
H -0.846 -4.858 0.666
H 0.171 -4.093 1.893
H 0.371 -5.817 1.542
```

Computed properties:
Lowest unoccupied orbital energy in eV: -0.03
Kohn-Sham gap in eV: 5.796
Relative energy (zero: lowest compared OMol25 entry of this formula, charge and spin) in kJ/mol: 237.3
M in Da: 1095.79

Löwdin atomic charge list, values in e, 5 entries: atom 1 (Hf): 1.33, atom 2 (Se): -0.18, atom 3 (Se): -0.25, atom 4 (Te): 0.35, atom 5 (Se): 0.00

***

5.
C25H44InO8S | the ωB97M-V functional and the def2-TZVPD basis

The geometry in XYZ format:
```
79
Properties=species:S:1:pos:R:3
C 3.599 -3.281 1.349
C 2.942 -1.915 1.506
C 3.506 -0.877 2.436
C 1.785 -1.601 0.826
C 1.679 -1.444 -0.670
C 0.314 -1.917 -1.179
C -0.146 -1.348 -2.532
C 0.229 0.111 -2.748
C -1.648 -1.652 -2.737
C -2.624 -0.582 -2.222
In -3.329 -0.757 -0.121
C -3.753 1.338 0.579
C -2.491 2.131 0.847
C -1.203 1.651 0.628
C -0.059 2.399 0.923
C -0.169 3.679 1.456
C 1.088 4.447 1.806
C -1.448 4.195 1.648
C -2.576 3.436 1.349
S -5.307 -2.316 0.136
C -4.891 -3.547 1.386
O -6.533 -1.612 0.518
O -5.421 -3.084 -1.119
H 4.091 -3.403 0.379
H 4.284 -3.438 2.181
H 2.815 -4.025 1.436
H 2.671 -0.412 2.974
H 4.135 -1.348 3.199
H 4.033 -0.116 1.867
H 0.853 -1.442 1.376
H 2.505 -1.977 -1.157
H 1.854 -0.378 -0.826
H 0.308 -3.005 -1.244
H -0.430 -1.636 -0.431
H 0.386 -1.921 -3.301
H -0.410 0.598 -3.485
H 1.254 0.228 -3.106
H 0.155 0.713 -1.840
H -1.852 -2.641 -2.320
H -1.798 -1.756 -3.819
H -2.272 0.440 -2.354
H -3.531 -0.667 -2.826
H -2.086 -1.363 1.018
H -4.408 1.867 -0.110
H -4.246 1.226 1.548
H -1.039 0.663 0.216
H 0.910 1.954 0.733
H 1.950 3.850 1.520
H 1.120 4.540 2.894
H 1.107 5.440 1.362
H -1.566 5.199 2.040
H -3.548 3.881 1.525
H -5.723 -4.228 1.552
H -4.589 -3.040 2.301
H -4.016 -4.096 1.043
C 3.758 8.502 -0.486
O 3.555 7.952 0.816
C 4.431 8.362 1.729
O 5.341 9.129 1.544
O 4.128 7.776 2.886
C 4.993 8.125 3.967
H 2.981 8.087 -1.122
H 3.662 9.587 -0.465
H 4.732 8.216 -0.877
H 4.948 9.194 4.166
H 6.017 7.824 3.752
H 4.635 7.583 4.838
C 0.547 -8.006 -2.110
O -0.347 -7.078 -2.717
C -1.636 -7.293 -2.434
O -2.059 -8.180 -1.737
O -2.355 -6.366 -3.051
C -3.767 -6.464 -2.836
H 1.549 -7.720 -2.418
H 0.477 -7.954 -1.024
H 0.342 -9.020 -2.451
H -4.005 -6.348 -1.781
H -4.147 -7.412 -3.212
H -4.238 -5.655 -3.386
```

Computed properties:
Lowest unoccupied orbital energy in eV: 2.03
Kohn-Sham gap in eV: 6.953
M in Da: 619.50
Total charge: -1

Löwdin atomic charge list, values in e, 5 entries: atom 1 (C): -0.06, atom 2 (C): -0.34, atom 3 (C): -0.08, atom 4 (C): -0.09, atom 5 (C): -0.19

***

Number 1: strongest force on any atom 1.61 eV Å⁻¹. Number 2: strongest force on any atom 0.52 eV Å⁻¹. Number 3: strongest force on any atom 9.81 eV Å⁻¹. Number 4: strongest force on any atom 3.04 eV Å⁻¹. Number 5: strongest force on any atom 2.34 eV Å⁻¹.